Molecular formula: C8H7N2O6S3Ti
Method: DFT, the ωB97M-V functional and the def2-TZVPD basis

HOMO-LUMO gap (eV): 6.864
Spin multiplicity: 1
Charge: +1
E_HOMO (eV): -12.47

Each line ends with the natural charge from an NBO analysis.
Element x y z (Å)
Ti: 0.8914 -0.0043 0.8026  1.465
S: 2.4617 1.8173 1.2292  0.075
C: 3.1564 0.3782 1.8826  -0.095
N: 2.5738 -0.7840 1.5631  -0.581
C: 3.1622 -1.8807 2.2071  0.183
C: 2.7817 -3.2108 2.1049  -0.228
C: 3.5223 -4.1422 2.8076  -0.174
C: 4.6205 -3.7637 3.5864  -0.180
C: 5.0039 -2.4389 3.6850  -0.181
C: 4.2528 -1.5025 2.9851  -0.249
S: 4.4957 0.2218 2.9199  0.564
H: 1.9408 -3.5182 1.4986  0.239
H: 3.2491 -5.1870 2.7529  0.239
H: 5.1787 -4.5207 4.1197  0.240
H: 5.8540 -2.1437 4.2845  0.242
C: -1.2207 2.3380 2.8934  -0.893
S: -1.2212 0.7858 2.1114  2.382
O: 0.0306 0.0388 2.5661  -0.870
O: -2.4386 0.1058 2.3219  -0.833
O: -0.8169 0.9970 0.6528  -0.865
H: -1.3181 2.1500 3.9624  0.285
H: -2.0930 2.8722 2.5186  0.288
H: -0.2986 2.8686 2.6686  0.271
O: 1.4544 0.1020 -1.1467  -0.426
N: 0.9481 -1.0534 -1.4319  0.740
O: 0.9530 -1.5815 -2.4643  -0.165
O: 0.4035 -1.5648 -0.3270  -0.472

Atomic forces in eV per Å
Ti 0.69 0.50 -0.03
S -0.39 -0.48 -0.22
C 0.08 -0.22 -0.14
N -0.21 0.10 0.29
C -0.05 0.18 -0.16
C 0.03 -0.13 0.05
C 0.03 -0.01 0.03
C -0.03 0.01 -0.02
C -0.05 -0.02 -0.04
C 0.13 -0.12 0.10
S 0.04 0.21 0.05
H -0.03 0.07 -0.03
H 0.00 0.01 -0.01
H 0.00 0.01 0.00
H 0.00 -0.01 0.00
C 0.04 0.17 0.09
S -0.18 -0.07 -0.14
O -0.18 -0.24 0.07
O 0.01 0.02 -0.03
O 0.07 -0.09 0.24
H -0.03 0.02 -0.02
H 0.02 0.02 0.02
H 0.01 -0.03 -0.01
O -0.06 -0.13 -0.48
N -0.24 0.10 1.03
O 0.03 -0.04 -0.12
O 0.28 0.19 -0.53

---

Molecular formula: C4H8N2S
Method: DFT, the ωB97M-V functional and the def2-TZVPD basis

HOMO-LUMO gap (alpha / beta) (eV): 7.726 / 7.728
Spin multiplicity: 1
E_HOMO (alpha / beta) (eV): -6.90 / -6.90

Each line ends with the natural charge from an NBO analysis.
Element x y z (Å)
C: 0.5707 2.2426 -0.8013  -0.113
C: 1.0389 1.2499 -1.5699  -0.413
C: -0.7041 2.3643 1.2419  -0.358
C: -0.3062 -3.5792 0.2996  -0.840
N: -0.0265 1.6852 0.3519  -0.068
N: 0.0588 0.4232 0.4812  -0.522
S: 0.6945 -0.2718 -0.8666  0.584
H: 0.3208 3.3245 -0.7964  0.241
H: 1.6217 1.4390 -2.4836  0.259
H: -1.4372 -3.1802 0.3956  0.207
H: -0.6513 3.4443 1.0564  0.177
H: -1.1028 1.8717 2.0836  0.215
H: 0.0589 -3.6854 1.2648  0.214
H: -0.3705 -4.4548 -0.3342  0.213
H: 0.2344 -2.8734 -0.3229  0.206

Atomic forces in eV per Å
C -1.04 0.64 0.90
C 0.76 0.96 -1.03
C 0.44 2.62 -0.77
C -3.77 1.45 -2.13
N -0.84 0.75 0.42
N 0.15 -2.88 0.35
S 0.75 0.20 -0.60
H 1.07 -0.88 -0.94
H -0.60 -0.46 0.42
H 2.56 -0.77 -0.23
H -0.33 -0.55 0.66
H -0.34 -0.30 0.57
H 0.95 -0.47 1.51
H 0.09 -0.60 0.48
H 0.15 0.29 0.41

---

Molecular formula: C13H15N2
Method: DFT, the ωB97M-V functional and the def2-TZVPD basis

SMILES: C=C1c2ccccc2[N@+]2(C)C=CN(C)[C@H]12
HOMO-LUMO gap (eV): 8.520
Spin multiplicity: 1
Charge: +1
E_HOMO (eV): -11.80

Each line ends with the natural charge from an NBO analysis.
Element x y z (Å)
C: -1.7121 2.0947 0.2505  -0.334
C: -0.9031 1.0423 0.0465  -0.079
C: -0.9846 -0.0776 -0.8189  -0.123
C: -2.0182 -0.5015 -1.5954  -0.150
C: -1.9222 -1.4836 -2.5720  -0.169
C: -0.7203 -2.2159 -2.6754  -0.162
C: 0.3655 -1.7801 -1.8814  -0.227
C: 0.2122 -0.7184 -0.9905  0.182
N: 1.2805 -0.1131 -0.0801  -0.247
C: 2.4077 0.4105 -0.7742  -0.433
C: 1.5181 -1.0923 0.9694  -0.188
C: 0.9007 -0.7211 2.1406  0.076
N: 0.4043 0.5790 1.9692  -0.426
C: -0.4824 1.1681 2.9786  -0.394
C: 0.4521 0.9785 0.6681  0.160
H: -1.3324 2.8753 0.9932  0.228
H: -2.7037 2.1237 -0.2886  0.241
H: -2.9476 -0.0236 -1.3444  0.223
H: -2.8079 -1.7935 -3.1948  0.247
H: -0.7733 -3.1004 -3.2256  0.240
H: 1.3361 -2.2846 -1.8967  0.234
H: 3.3519 0.2616 -0.0793  0.245
H: 2.8073 -0.0463 -1.6391  0.254
H: 2.2432 1.5149 -0.9306  0.243
H: 2.1301 -1.9120 0.7198  0.244
H: 0.6861 -1.1323 3.0738  0.243
H: -1.4723 1.0281 2.4740  0.222
H: -0.2438 0.7671 3.8478  0.217
H: -0.1957 2.2276 3.1236  0.211
H: 1.1239 1.9250 0.7319  0.225

Atomic forces in eV per Å
C 0.04 -0.18 0.17
C 0.03 2.23 0.16
C 0.59 -0.89 -0.96
C -1.82 0.11 -0.62
C -0.23 -0.85 0.03
C -0.44 2.50 1.91
C 0.57 -0.46 0.13
C 0.53 -0.23 -0.67
N -3.34 -1.15 0.09
C 4.14 2.49 1.96
C -0.50 -0.25 2.60
C 0.60 2.39 -3.92
N 0.53 -3.28 4.03
C -0.63 2.35 -5.60
C 2.21 2.91 -0.88
H -1.07 -0.84 -1.46
H 1.19 0.34 1.03
H -0.59 0.06 -0.53
H 1.04 0.49 0.89
H 0.71 -1.14 -1.02
H -0.38 -0.03 -0.20
H -1.94 0.78 -0.93
H -0.81 -0.92 -1.27
H 0.36 -1.29 -0.12
H 0.33 -0.85 -0.10
H 0.37 -1.19 1.15
H 0.17 0.47 1.79
H 0.27 -2.42 3.96
H -0.53 -0.20 -0.43
H -1.39 -0.93 -1.20

---

Molecular formula: C4H11NS
Method: DFT, the ωB97M-V functional and the def2-TZVPD basis

SMILES: CNCCSC
HOMO-LUMO gap (eV): 9.321
Spin multiplicity: 1
E_HOMO (eV): -8.25

Each line ends with the natural charge from an NBO analysis.
Element x y z (Å)
C: -3.2990 -0.4660 0.0372  -0.403
N: -1.9324 -0.1707 0.4877  -0.653
C: -1.0974 0.7611 -0.2951  -0.231
C: 0.3935 1.0160 0.0993  -0.478
S: 1.4652 -0.4879 -0.4095  0.157
C: 2.9748 -0.1455 0.4169  -0.775
H: -3.7849 0.5155 -0.0739  0.192
H: -3.8538 -1.1200 0.7506  0.206
H: -3.2482 -0.9723 -0.8908  0.163
H: -1.4603 -1.0494 0.7384  0.363
H: -1.6174 1.7261 -0.4545  0.200
H: -1.1549 0.2268 -1.2577  0.168
H: 0.8960 1.8728 -0.2807  0.219
H: 0.4131 1.0718 1.1712  0.211
H: 3.7613 -0.8169 0.1297  0.237
H: 2.8684 -0.2894 1.4566  0.210
H: 3.4332 0.8426 0.2987  0.214

Atomic forces in eV per Å
C 0.87 1.12 0.91
N 0.62 -0.29 2.66
C -0.49 -0.99 -1.85
C -0.66 -2.70 0.47
S -1.58 0.88 -0.47
C 1.06 0.88 0.29
H -0.31 -0.54 -0.04
H 0.58 0.72 -0.31
H -0.41 -0.53 -1.42
H 0.04 0.86 -0.39
H 0.15 -0.44 0.44
H 0.77 0.92 -0.72
H -0.21 0.78 -0.72
H 0.21 0.01 0.69
H 0.11 -0.66 -0.53
H -0.22 -0.14 1.37
H -0.51 0.12 -0.38

---

Molecular formula: C62H61AsN4O4PRbS3
Method: DFT, the ωB97M-V functional and the def2-TZVPD basis

HOMO-LUMO gap (eV): 5.381
Spin multiplicity: 1
Charge: -2
E_HOMO (eV): -2.04

Each line ends with the Löwdin charge.
Element x y z (Å)
Rb: -1.3505 0.5701 0.1411  0.765
C: 0.3382 -2.9552 3.2555  -0.017
C: -1.1275 -3.2466 3.0890  -0.230
C: -1.5577 -4.5557 2.8924  -0.094
C: -2.8915 -4.8405 2.6573  -0.119
C: -3.8203 -3.8101 2.6458  -0.046
C: -3.4409 -2.4897 2.8587  -0.195
C: -4.4518 -1.3816 2.8447  -0.022
C: -2.0806 -2.2253 3.0626  -0.209
N: -1.6572 -0.8748 3.1495  0.170
C: -1.5290 -0.3110 4.2760  -0.264
C: -1.7856 -0.9662 5.6095  -0.012
C: -1.1132 1.1467 4.2845  -0.258
C: -1.0929 1.8448 5.6215  -0.014
N: -0.8354 1.6895 3.1756  0.163
C: -0.4957 3.0630 3.1147  -0.213
C: 0.7894 3.4947 3.4498  -0.217
C: 1.8649 2.5297 3.8566  -0.028
C: 1.0603 4.8577 3.3642  -0.058
C: 0.0930 5.7575 2.9507  -0.105
C: -1.1645 5.2990 2.5887  -0.058
C: -1.4789 3.9471 2.6522  -0.204
C: -2.8302 3.4402 2.2329  -0.013
H: 0.8211 -2.8217 2.2835  0.054
H: 0.8391 -3.7822 3.7608  0.082
H: 0.5252 -2.0441 3.8214  0.073
H: -0.8231 -5.3540 2.8937  0.109
H: -3.2054 -5.8584 2.4650  0.088
H: -4.8660 -4.0242 2.4587  0.109
H: -5.4555 -1.7915 2.9635  0.078
H: -4.4120 -0.8262 1.8983  0.053
H: -4.2773 -0.6705 3.6546  0.072
H: -2.0860 -2.0022 5.4768  0.082
H: -2.5710 -0.4399 6.1543  0.082
H: -0.8866 -0.9363 6.2292  0.085
H: -2.0734 1.7835 6.0978  0.084
H: -0.8195 2.8909 5.5116  0.083
H: -0.3778 1.3647 6.2929  0.084
H: 1.4874 1.7305 4.4957  0.065
H: 2.6578 3.0512 4.3934  0.079
H: 2.3282 2.0710 2.9800  0.023
H: 2.0548 5.2061 3.6177  0.109
H: 0.3266 6.8134 2.8842  0.096
H: -1.9161 5.9940 2.2323  0.110
H: -3.4856 4.2718 1.9746  0.084
H: -3.3121 2.8565 3.0199  0.083
H: -2.7763 2.7868 1.3569  0.055
O: -5.1597 0.4817 -1.9893  -0.393
S: -3.9227 0.5620 -1.2113  0.151
O: -3.2883 1.9103 -1.2826  -0.521
O: -4.1571 0.2683 0.2334  -0.504
O: -2.9182 -0.4400 -1.7092  -0.565
S: 0.0633 7.7840 -0.4747  0.998
C: 0.0475 6.0073 -0.5411  -0.559
C: -1.0839 5.3087 -0.9334  -0.075
C: -1.0468 3.9210 -0.9082  -0.121
N: 0.0271 3.2361 -0.5000  0.057
C: 1.1014 3.9152 -0.1087  -0.128
C: 1.1642 5.3039 -0.1248  -0.087
C: -0.2209 8.2225 -2.1595  -0.524
C: 0.0957 7.3931 -3.2315  -0.066
C: -0.1179 7.8625 -4.5153  -0.146
N: -0.5955 9.0736 -4.8049  0.040
C: -0.8913 9.8544 -3.7705  -0.172
C: -0.7355 9.4826 -2.4456  -0.109
H: -1.9828 5.8210 -1.2509  0.117
H: -1.9132 3.3361 -1.2106  0.070
H: 1.9558 3.3191 0.2059  0.029
H: 2.0636 5.8142 0.1920  0.108
H: 0.4874 6.3986 -3.0697  0.111
H: 0.1137 7.2251 -5.3613  0.105
H: -1.2896 10.8358 -4.0075  0.097
H: -1.0206 10.1580 -1.6497  0.095
C: -0.1104 -3.2920 -1.3696  -0.400
C: -0.6599 -4.1784 -0.2653  -0.443
As: -1.8116 -5.7031 -0.7553  1.292
C: -3.2295 -4.8466 -1.7761  -0.424
C: -3.9816 -5.6487 -2.6366  -0.165
C: -5.0641 -5.1205 -3.3201  -0.115
C: -5.4093 -3.7848 -3.1476  -0.087
C: -4.6721 -2.9765 -2.2971  -0.042
C: -3.5868 -3.5131 -1.6066  -0.086
C: -0.6955 -6.3519 -2.2354  -0.411
C: 0.2762 -7.3011 -1.9269  -0.142
C: 1.1755 -7.7437 -2.8885  -0.110
C: 1.1045 -7.2472 -4.1817  -0.110
C: 0.1339 -6.3080 -4.5032  -0.089
C: -0.7568 -5.8613 -3.5371  -0.109
P: 0.8406 -1.8968 -0.6187  1.032
C: 2.3763 -2.7084 -0.0432  -0.388
C: 3.1079 -2.0705 0.9545  -0.136
C: 4.2963 -2.6166 1.4198  -0.080
C: 4.7493 -3.8259 0.9160  -0.103
C: 4.0230 -4.4786 -0.0730  -0.097
C: 2.8521 -3.9159 -0.5574  -0.088
C: 1.3577 -0.9613 -2.0950  -0.362
C: 2.6849 -0.6560 -2.3818  -0.084
C: 2.9935 0.1847 -3.4423  -0.087
C: 1.9810 0.7199 -4.2238  -0.099
C: 0.6534 0.4287 -3.9353  -0.078
C: 0.3370 -0.3978 -2.8690  -0.106
H: -0.9300 -2.8256 -1.9269  0.073
H: 0.4857 -3.8519 -2.0939  0.065
H: -1.2400 -3.5859 0.4465  0.043
H: 0.1505 -4.6323 0.3156  0.056
H: -3.7162 -6.6925 -2.7791  0.090
H: -5.6361 -5.7518 -3.9912  0.088
H: -6.2481 -3.3636 -3.6882  0.097
H: -4.8985 -1.9240 -2.1808  0.083
H: -3.0282 -2.8390 -0.9682  0.089
H: 0.3343 -7.6983 -0.9184  0.085
H: 1.9308 -8.4748 -2.6261  0.092
H: 1.8049 -7.5860 -4.9350  0.092
H: 0.0788 -5.9063 -5.5074  0.099
H: -1.4989 -5.1147 -3.7935  0.105
H: 2.7771 -1.1144 1.3375  0.050
H: 4.8692 -2.0786 2.1639  0.101
H: 5.6731 -4.2564 1.2843  0.091
H: 4.3763 -5.4195 -0.4779  0.093
H: 2.3070 -4.4248 -1.3436  0.093
H: 3.4778 -1.0322 -1.7477  0.098
H: 4.0279 0.4431 -3.6322  0.099
H: 2.2246 1.3859 -5.0429  0.092
H: -0.1462 0.8667 -4.5192  0.106
H: -0.7121 -0.5714 -2.6333  0.074
S: 3.7690 1.4484 0.6872  0.505
C: 5.1440 1.8244 -0.3067  -0.762
C: 5.0436 2.6901 -1.4129  -0.155
C: 6.1302 2.9743 -2.2222  -0.136
C: 7.3756 2.4069 -1.9722  -0.152
C: 7.4989 1.5445 -0.8879  -0.139
C: 6.4129 1.2603 -0.0773  -0.157
H: 4.0767 3.1287 -1.6312  0.085
H: 6.0000 3.6452 -3.0651  0.086
H: 8.2249 2.6260 -2.6080  0.075
H: 8.4565 1.0814 -0.6716  0.083
H: 6.5237 0.5817 0.7603  0.078

Atomic forces in eV per Å
Rb 1.01 0.18 0.93
C 0.04 0.01 0.00
C -0.02 -0.06 0.01
C 0.00 0.01 0.08
C -0.03 -0.01 0.01
C 0.00 0.00 0.02
C 0.01 -0.04 0.00
C -0.03 -0.03 -0.04
C 0.11 0.08 -0.09
N -0.06 -0.04 0.18
C -0.04 0.07 -0.20
C 0.02 -0.04 -0.02
C -0.02 -0.03 -0.06
C -0.02 0.02 0.00
N 0.02 0.04 -0.01
C -0.05 -0.05 -0.01
C -0.04 0.10 0.00
C 0.06 0.01 0.06
C 0.00 -0.03 0.03
C 0.00 0.01 0.02
C 0.00 -0.04 0.01
C 0.04 0.02 0.03
C 0.00 0.00 -0.04
H -0.05 0.01 0.02
H 0.01 -0.02 -0.02
H -0.01 0.00 0.02
H 0.00 0.00 0.00
H 0.00 -0.01 0.01
H -0.01 -0.01 0.00
H -0.01 0.00 -0.02
H 0.03 0.02 0.02
H 0.00 0.02 0.02
H 0.00 -0.02 -0.01
H -0.01 0.00 -0.01
H 0.00 0.00 0.00
H 0.00 0.01 0.00
H 0.00 0.00 -0.02
H 0.00 0.00 0.00
H 0.02 0.00 -0.01
H 0.00 0.01 0.01
H 0.00 -0.05 -0.06
H 0.02 0.01 0.00
H 0.00 0.01 0.00
H -0.01 0.01 0.00
H 0.00 -0.01 -0.01
H 0.01 0.00 0.00
H -0.06 0.03 0.02
O 0.00 0.00 0.00
S -0.39 -0.20 -0.23
O -0.17 0.15 -0.21
O -0.10 -0.05 0.06
O -0.22 -0.11 -0.27
S -0.11 0.02 -0.02
C 0.10 -0.02 0.00
C -0.02 -0.02 -0.01
C 0.00 0.13 -0.06
N -0.15 0.00 0.04
C 0.07 -0.08 -0.06
C 0.00 0.02 -0.04
C 0.09 -0.09 -0.01
C -0.05 0.01 0.05
C -0.01 0.03 -0.02
N 0.01 -0.02 -0.06
C -0.02 0.02 0.07
C 0.02 0.02 -0.01
H 0.00 0.01 0.00
H -0.02 -0.03 0.00
H 0.03 0.00 0.03
H 0.01 0.00 0.00
H 0.01 0.00 -0.01
H 0.00 0.00 -0.01
H 0.00 0.00 -0.01
H 0.01 0.01 0.01
C -0.07 0.06 -0.14
C -0.08 -0.01 0.06
As 0.06 -0.06 -0.05
C -0.02 0.04 0.04
C -0.02 -0.04 0.02
C 0.00 -0.04 -0.02
C -0.01 0.06 -0.01
C 0.07 -0.05 0.00
C 0.00 0.03 -0.04
C 0.06 0.01 0.03
C 0.00 -0.02 0.00
C 0.01 -0.01 0.01
C 0.00 -0.01 -0.01
C -0.01 0.01 -0.01
C -0.02 0.02 0.00
P -0.08 -0.09 0.15
C 0.04 -0.13 -0.22
C 0.05 0.02 -0.04
C 0.00 0.00 0.00
C 0.02 -0.01 0.00
C 0.00 0.01 0.02
C -0.02 0.00 0.04
C -0.02 0.02 -0.04
C -0.01 0.04 0.06
C 0.01 -0.02 -0.01
C -0.01 0.03 -0.01
C 0.00 0.00 -0.03
C 0.02 0.00 0.02
H 0.04 0.00 0.03
H -0.02 0.03 0.02
H -0.01 0.00 -0.03
H -0.01 0.02 -0.01
H 0.01 0.01 0.01
H 0.00 0.00 0.00
H -0.01 -0.01 -0.01
H -0.03 0.08 0.02
H 0.00 0.01 0.01
H 0.00 0.01 0.00
H 0.00 0.00 0.00
H 0.01 0.00 -0.01
H 0.00 0.00 -0.01
H 0.00 0.00 0.00
H -0.01 0.05 0.01
H 0.00 0.01 0.02
H 0.00 0.00 0.00
H 0.00 -0.01 0.00
H 0.01 -0.02 0.01
H 0.02 -0.01 -0.02
H 0.01 0.00 0.00
H 0.00 0.01 -0.01
H -0.01 0.00 -0.01
H 0.00 0.00 0.00
S -0.01 0.01 0.18
C -0.04 -0.06 -0.08
C -0.05 0.01 -0.01
C 0.02 0.01 -0.02
C 0.01 0.00 0.00
C 0.03 0.01 -0.02
C 0.00 -0.02 0.04
H 0.00 0.00 0.00
H 0.01 0.00 -0.01
H 0.01 0.00 -0.01
H 0.01 0.00 -0.01
H -0.01 0.00 0.00

---

Molecular formula: F2HNS
Method: DFT, the ωB97M-V functional and the def2-TZVPD basis

HOMO-LUMO gap (alpha / beta) (eV): 9.042 / 8.649
<S²>: 2.01
Spin multiplicity: 3
E_HOMO (alpha / beta) (eV): -9.23 / -11.52

Each line ends with the natural charge from an NBO analysis.
Element x y z (Å)
N: -0.4053 -0.2286 0.5806  -0.278
F: -0.5853 -1.2911 -0.3222  -0.228
F: 1.7366 0.4541 -0.7472  -0.485
S: 1.1063 0.2019 0.7772  1.001
H: -1.8523 0.8637 -0.2884  -0.011

Atomic forces in eV per Å
N 1.33 -0.65 0.57
F 0.23 0.38 0.12
F -0.31 -0.32 1.13
S -0.52 0.05 -1.45
H -0.73 0.55 -0.37

---

Number 1: electronic energy -79289.232 eV. Number 2: electronic energy -18089.428 eV. Number 3: electronic energy -16694.649 eV. Number 4: electronic energy -16650.552 eV. Number 5: electronic energy -182727.700 eV. Number 6: electronic energy -17769.387 eV.